C3H7NO | wB97M-V/def2-TZVPD

Structure (XYZ):
```
12
Properties=species:S:1:pos:R:3
C 2.2541 -0.5122 -0.8617
N 1.6273 0.2089 -0.0335
C 1.0283 -0.4405 1.0926
H 2.6648 -0.0604 -1.7840
H 2.2266 -1.5578 -0.5672
H 1.9061 -0.6033 1.6976
H 0.2882 0.2341 1.6172
H 0.4879 -1.4082 0.8794
C -3.1683 1.0601 -0.5018
O -3.8143 0.0020 -0.4853
H -2.4036 1.2432 0.3084
H -3.0971 1.8341 -1.3616
```

Energy relative to the best compared isomer or geometry (same formula, charge and spin) (kcal per mole): 73.4
Structure (SMILES): C=NC.C=O
LUMO energy (eV): 0.611

These are the Mulliken partial charges, in e, on atoms 1 to 4: number 1, C, carries -0.26; number 2, N, carries -0.39; number 3, C, carries -0.78; number 4, H, carries 0.26